Computed, not measured: an isolated molecule of C5H9NOSe in a non-equilibrium geometry, with ωB97M-V/def2-TZVPD.

```
17
C5H9NOSe | the OMol25 dataset | ωB97M-V/def2-TZVPD
C 0.117 -0.919 -0.373
C -2.021 -1.599 -1.448
C 0.945 0.314 0.180
C 0.258 1.609 -0.253
C 1.010 0.139 1.707
N -1.186 -0.656 -0.813
O 0.432 -2.074 -0.234
Se 2.982 0.445 -0.432
H -3.109 -1.341 -1.446
H -1.747 -2.550 -1.177
H -0.029 1.629 -1.213
H 0.998 2.417 -0.124
H -0.641 1.927 0.385
H 0.171 -0.429 2.167
H 1.201 1.139 2.095
H 2.003 -0.381 1.987
H -1.387 0.328 -1.009
```

Calculated values
Energy above the lowest of the compared OMol25 structures with the same formula, charge and spin: 55.3 kcal/mol
Electronic energy: -2727.221271 hartree
Total charge: 0
HOMO level (spin up / spin down): -9.3 / -7.8 eV
HOMO-LUMO gap (spin up / spin down): 9.21 / 5.66 eV

***

Computed, not measured: the ion C5H9NP with charge +1 in a non-equilibrium geometry, with ωB97M-V/def2-TZVPD.

```
16
C5H9NP | the OMol25 dataset | ωB97M-V/def2-TZVPD
C 1.262 -1.619 -1.069
C 0.285 -1.285 -2.200
C 0.918 -1.239 0.145
C -0.696 -0.527 -1.750
C -0.602 1.196 1.758
N 0.125 2.274 1.513
P -0.595 -0.219 0.005
H 2.108 -2.237 -1.311
H 0.308 -1.610 -3.226
H 1.467 -1.098 1.111
H -1.515 -0.082 -2.376
H -0.269 0.501 2.554
H -0.463 3.098 1.138
H 1.033 2.441 1.919
H -1.661 1.327 1.646
H -1.704 -0.922 0.142
```

Calculated values
Energy above the lowest of the compared OMol25 structures with the same formula, charge and spin: 31.8 kcal/mol
Electronic energy: -591.673145 hartree
Total charge: +1
HOMO level: -13.5 eV
HOMO-LUMO gap: 8.72 eV

***

Computed, not measured: an isolated molecule of C5H9NS in a non-equilibrium geometry, with ωB97M-V/def2-TZVPD.

```
16
C5H9NS | the OMol25 dataset | ωB97M-V/def2-TZVPD
C -1.133 0.514 0.801
C 0.359 0.648 1.215
C 1.284 0.420 0.038
S 1.444 1.292 -1.613
C 0.846 -0.238 -1.139
C -0.705 -0.720 -1.222
N -1.479 -0.665 0.052
H -1.652 0.569 1.812
H -1.289 1.291 0.125
H 0.558 -0.241 1.828
H 0.578 1.530 1.970
H 2.217 0.131 0.368
H 1.658 -0.989 -1.356
H -1.366 -0.325 -2.135
H -0.533 -1.867 -1.472
H -0.788 -1.349 0.727
```

Calculated values
Energy above the lowest of the compared OMol25 structures with the same formula, charge and spin: 65.5 kcal/mol
Electronic energy: -648.748831 hartree
SMILES: C1C[C@@H]2S[C@@H]2CN1
Total charge: 0
HOMO level: -8.7 eV
HOMO-LUMO gap: 9.53 eV

***

Computed, not measured: an isolated molecule of C5H9NS in a non-equilibrium geometry, with ωB97M-V/def2-TZVPD.

```
16
C5H9NS | the OMol25 dataset | ωB97M-V/def2-TZVPD
C 1.428 0.903 0.257
C 0.976 -0.216 -0.340
C 0.969 -0.392 -1.791
S 0.610 -1.695 0.540
C -0.664 -1.070 1.736
N -1.442 -0.114 1.686
C -1.869 0.581 0.439
H 1.539 0.895 1.280
H 1.720 1.843 -0.263
H 0.102 -0.910 -2.124
H 1.839 -1.053 -2.175
H 1.103 0.487 -2.471
H -0.550 -1.517 2.694
H -2.850 0.199 0.143
H -1.872 1.568 0.661
H -1.040 0.491 -0.272
```

Calculated values
Energy above the lowest of the compared OMol25 structures with the same formula, charge and spin: 49.3 kcal/mol
Electronic energy: -648.774581 hartree
SMILES: C=C(C)S/C=N\C
Total charge: 0
HOMO level: -8.8 eV
HOMO-LUMO gap: 9.57 eV

***

Computed, not measured: a structure of composition C5H9NS in a non-equilibrium geometry, with ωB97M-V/def2-TZVPD.

```
16
C5H9NS | the OMol25 dataset | ωB97M-V/def2-TZVPD
C 1.516 1.774 0.522
C 1.080 0.361 0.865
C -0.872 -1.162 0.482
C -1.559 -0.927 -0.830
C -0.492 0.148 -1.048
H 0.676 2.377 0.556
H 1.195 0.190 1.959
H 1.847 -0.388 0.538
H -0.139 -2.000 0.487
H -1.558 -1.261 1.323
H -2.581 -0.557 -0.757
H -1.546 -1.759 -1.502
H 0.376 -0.196 -1.667
H -0.732 1.075 -1.539
N -0.252 0.147 0.419
S 3.042 2.180 0.193
```

Calculated values
Energy above the lowest of the compared OMol25 structures with the same formula, charge and spin: 48.4 kcal/mol
Electronic energy: -648.776012 hartree
Total charge: 0
HOMO level: -8.7 eV
HOMO-LUMO gap: 8.53 eV

***

Computed, not measured: an isolated molecule of C5H9NS in a non-equilibrium geometry, with ωB97M-V/def2-TZVPD.

```
16
C5H9NS | the OMol25 dataset | ωB97M-V/def2-TZVPD
C -2.732 -0.572 -0.426
C -1.594 -0.287 -0.169
C -0.191 -0.089 0.168
C -0.006 -0.223 1.647
S 0.338 1.672 -0.286
C 0.641 -1.186 -0.581
N 2.029 -0.932 -0.320
H -3.771 -0.674 -0.673
H -0.610 0.615 2.098
H -0.314 -1.178 2.130
H 1.001 -0.032 1.891
H 1.617 1.234 -0.133
H 0.292 -2.117 -0.169
H 0.434 -1.202 -1.620
H 2.631 -1.305 -1.057
H 2.392 -1.423 0.517
```

Calculated values
Energy above the lowest of the compared OMol25 structures with the same formula, charge and spin: 48.6 kcal/mol
Electronic energy: -648.775737 hartree
SMILES: C#C[C@](C)(S)CN
Total charge: 0
HOMO level: -8.9 eV
HOMO-LUMO gap: 9.72 eV

***

Computed, not measured: an isolated molecule of C5H9NS in a non-equilibrium geometry, with ωB97M-V/def2-TZVPD.

```
16
C5H9NS | the OMol25 dataset | ωB97M-V/def2-TZVPD
C -1.582 -0.648 -1.226
C -1.161 -0.904 0.179
C 0.337 -0.473 0.623
C 1.291 0.011 -0.251
N 0.629 1.021 0.383
C 1.276 1.887 1.091
S 0.981 2.632 2.508
H -2.503 -1.354 -1.576
H -0.852 -1.408 -1.705
H -1.551 0.340 -1.593
H -1.577 -0.160 0.898
H -1.221 -1.883 0.269
H 0.533 -1.024 1.502
H 1.161 -0.051 -1.467
H 2.331 -0.117 0.123
H 1.908 2.133 0.240
```

Calculated values
Energy above the lowest of the compared OMol25 structures with the same formula, charge and spin: 104.5 kcal/mol
Electronic energy: -648.686676 hartree
SMILES: CC[C@H]1CN1C=S
Total charge: 0
HOMO level: -8.5 eV
HOMO-LUMO gap: 8.83 eV

***

Computed, not measured: an isolated molecule of C5H9NS, with ωB97M-V/def2-TZVPD.

```
16
C5H9NS | the OMol25 dataset | ωB97M-V/def2-TZVPD
C -1.464 -0.960 0.121
N -0.671 0.093 -0.488
C -1.347 1.054 -1.338
C 0.593 0.299 -0.076
C 1.274 -0.416 0.867
C 2.630 -0.089 1.159
S 3.610 -0.812 2.252
H -0.931 -1.918 0.074
H -1.700 -0.746 1.173
H -2.394 -1.054 -0.437
H -1.858 0.546 -2.164
H -2.087 1.633 -0.776
H -0.613 1.742 -1.762
H 1.093 1.126 -0.585
H 0.822 -1.235 1.413
H 3.040 0.737 0.566
```

Calculated values
Energy above the lowest of the compared OMol25 structures with the same formula, charge and spin: 21.9 kcal/mol
Electronic energy: -648.818181 hartree
SMILES: CN(C)/C=C/C=S
Total charge: 0
HOMO level: -7.9 eV
HOMO-LUMO gap: 8.11 eV

***

Computed, not measured: an isolated molecule of C5H9NS in a non-equilibrium geometry, with ωB97M-V/def2-TZVPD.

```
16
C5H9NS | the OMol25 dataset | ωB97M-V/def2-TZVPD
C 2.578 -0.542 -0.353
C 0.404 -1.057 0.364
C -0.095 0.361 0.072
C -0.816 0.482 -1.352
C -1.115 0.583 1.240
N 1.713 -1.341 -0.074
S 1.194 1.535 0.157
H 3.551 -0.648 -0.763
H 0.437 -1.380 1.405
H -0.445 -1.657 -0.138
H -1.778 -0.034 -1.454
H -0.318 0.288 -2.241
H -1.194 1.603 -1.406
H -0.498 0.916 2.130
H -1.709 -0.418 1.407
H -1.908 1.308 1.007
```

Calculated values
Energy above the lowest of the compared OMol25 structures with the same formula, charge and spin: 25.7 kcal/mol
Electronic energy: -648.670709 hartree
Multiplicity: 3
Total charge: 0
HOMO level (spin up / spin down): -5.9 / -8.8 eV
HOMO-LUMO gap (spin up / spin down): 6.73 / 6.78 eV

***

Computed, not measured: an isolated molecule of C5H9NS2 in a non-equilibrium geometry, with ωB97M-V/def2-TZVPD.

```
17
C5H9NS2 | the OMol25 dataset | ωB97M-V/def2-TZVPD
C 0.475 2.443 -0.034
C -0.640 1.421 -0.033
C -0.538 0.144 -0.420
N 0.704 -0.478 -0.739
C 1.793 -0.486 0.053
S 3.206 -1.228 -0.290
S -1.967 -0.877 -0.626
C -1.565 -2.259 0.472
H 0.759 2.699 0.985
H 1.350 2.112 -0.576
H 0.151 3.371 -0.530
H -1.653 1.766 0.254
H 0.761 -1.031 -1.596
H 1.616 0.068 0.990
H -2.325 -3.006 0.327
H -0.563 -2.717 0.234
H -1.565 -1.943 1.528
```

Calculated values
Energy above the lowest of the compared OMol25 structures with the same formula, charge and spin: 16.0 kcal/mol
Electronic energy: -1047.022813 hartree
SMILES: C/C=C(\NC=S)SC
Total charge: 0
HOMO level: -8.5 eV
HOMO-LUMO gap: 9.00 eV